{"formula": "C21H27BrN2O3", "method": "wB97M-V/def2-TZVPD", "symbols": ["C", "H", "O", "C", "C", "C", "C", "C", "C", "O", "C", "H", "C", "O", "N", "H", "C", "C", "C", "C", "C", "C", "C", "H", "H", "H", "H", "H", "H", "H", "H", "H", "Br", "C", "N", "H", "C", "C", "C", "H", "H", "H", "C", "H", "H", "H", "H", "H", "H", "H", "H", "H", "H", "H"], "positions_angstrom": [[1.78424, -2.50448, -0.82315], [1.63850, -3.36770, -1.47079], [0.51424, -1.91220, -0.69350], [0.39123, -0.77912, 0.05652], [1.42784, -0.14071, 0.71321], [1.23613, 1.04424, 1.42264], [-0.04662, 1.56690, 1.46042], [-1.10882, 0.94040, 0.82500], [-0.90781, -0.23376, 0.12452], [-1.92033, -0.94827, -0.46180], [-2.79608, -0.26267, -1.33300], [-3.67596, -0.90415, -1.43822], [-2.19995, -0.03554, -2.73121], [-2.71134, 0.73315, -3.51857], [-1.09311, -0.75383, -2.96668], [-0.78262, -1.41389, -2.26383], [-0.40230, -0.75424, -4.23890], [-0.47088, -2.11905, -4.87091], [-1.67860, -2.57926, -5.38176], [-1.76973, -3.84571, -5.92914], [-0.65424, -4.66629, -5.96984], [0.55079, -4.21607, -5.45941], [0.64054, -2.94891, -4.90872], [1.58403, -2.59905, -4.51284], [1.42300, -4.85291, -5.48960], [-0.72429, -5.65458, -6.39951], [-2.71133, -4.19372, -6.32738], [-2.54460, -1.93431, -5.34853], [0.63997, -0.45380, -4.08513], [-0.90312, -0.00930, -4.86379], [-3.12254, 0.70405, -0.93776], [-2.09663, 1.36924, 0.89222], [-0.43131, 3.19206, 2.37970], [2.40843, 1.62908, 2.17568], [2.71083, 0.92466, 3.40785], [2.91154, -0.05211, 3.21111], [1.67674, 1.01196, 4.42362], [2.14200, 0.34886, 5.72224], [3.37543, 1.06244, 6.26696], [3.12122, 2.07870, 6.55864], [4.14614, 1.10643, 5.50276], [3.76713, 0.54050, 7.13690], [1.01338, 0.35567, 6.74930], [0.14502, -0.18258, 6.37510], [0.71318, 1.37710, 6.97213], [1.33877, -0.11690, 7.67300], [2.40833, -0.69174, 5.49935], [0.72720, 0.54876, 4.10125], [1.48743, 2.07285, 4.60945], [2.22174, 2.67447, 2.43100], [3.30188, 1.58511, 1.54509], [2.42777, -0.54571, 0.67514], [2.17195, -2.83967, 0.14329], [2.50091, -1.81845, -1.28624]], "forces_ev_per_a": [[0.2563, -0.1137, -0.0410], [0.0642, 0.0442, 0.0438], [-0.3426, 0.1992, 0.1580], [-0.2320, 0.0243, -0.0744], [-0.0876, -0.1226, -0.1598], [-0.2719, 0.2634, 0.1125], [0.1898, 0.0923, 0.0015], [-0.1225, -0.2159, -0.1484], [0.3083, -0.0009, 0.0627], [0.1387, -0.0830, 0.2346], [-0.2403, 0.1968, -0.2971], [0.0896, 0.1317, -0.0105], [0.0459, -0.0519, 0.5096], [-0.3253, 0.1977, -0.1701], [0.3154, -0.3008, 0.0906], [-0.0674, 0.1183, -0.0191], [-0.0640, 0.1287, -0.0570], [0.1027, 0.0446, -0.0142], [0.0385, -0.0108, -0.0192], [-0.0896, 0.0255, -0.0063], [0.0669, -0.0990, -0.0172], [0.0391, -0.1432, -0.0283], [-0.0551, 0.1128, -0.0116], [0.0963, 0.0621, 0.0380], [0.0634, -0.0533, -0.0068], [-0.0045, -0.0776, -0.0349], [-0.0786, -0.0263, -0.0367], [-0.1181, 0.0813, 0.0020], [-0.1009, 0.0005, -0.0925], [0.1576, -0.0614, 0.0685], [0.0640, -0.1046, -0.0734], [-0.0839, -0.0017, -0.0018], [-0.0375, -0.0736, -0.0623], [0.1347, -0.0173, -0.0314], [0.1985, -0.1240, 0.0565], [-0.0073, 0.0834, 0.0063], [0.0076, -0.3374, 0.1497], [-0.0748, 0.3217, 0.0013], [-0.0593, -0.2926, -0.1333], [-0.0255, 0.1766, 0.0637], [0.1180, 0.0547, 0.0100], [0.0689, -0.0053, 0.1318], [0.1784, -0.1715, -0.2345], [-0.1350, -0.0402, 0.0119], [-0.0548, 0.1413, 0.0620], [-0.0213, -0.0230, 0.1318], [-0.0198, -0.0072, -0.0283], [0.0356, 0.1427, 0.0426], [-0.0838, 0.0000, 0.0254], [0.0538, -0.0873, -0.1373], [-0.1044, 0.0770, -0.0221], [0.1083, -0.0907, -0.0532], [-0.0164, 0.0327, -0.0199], [-0.0164, -0.0169, 0.0277]], "relative_energy_kj_mol": 42.0, "total_energy_ha": -3725.662285, "orbital_gap_ev": 9.01, "homo_ev": -8.536, "smiles": "COc1cc(CNCC(C)C)c(Br)cc1OCC(=O)NCc1ccccc1"}